1.
{
  "formula": "C34H41N8O5S3",
  "method": "ωB97M-V/def2-TZVPD",
  "gap_ev": 7.672,
  "total_charge": -1,
  "spin_multiplicity": 1,
  "elements": ["H", "H", "H", "C", "C", "C", "C", "H", "C", "C", "H", "C", "S", "C", "C", "H", "H", "H", "C", "H", "H", "C", "C", "O", "N", "C", "H", "H", "C", "H", "H", "H", "S", "H", "N", "H", "N", "C", "C", "C", "H", "C", "O", "N", "O", "C", "H", "S", "N", "N", "C", "H", "C", "H", "H", "C", "H", "H", "N", "C", "C", "C", "O", "C", "H", "H", "H", "H", "C", "H", "N", "H", "C", "C", "H", "H", "C", "H", "C", "H", "C", "H", "H", "H", "C", "O", "H", "C", "H", "H", "H"],
  "xyz": [[-6.569, 0.570, 6.563], [4.286, 4.057, 0.005], [4.497, 2.832, -3.455], [-1.373, 1.768, -6.240], [-6.295, -0.989, 8.037], [-3.732, -5.521, 3.421], [2.971, -0.609, -0.847], [-1.039, 2.336, -7.099], [-1.688, 0.904, 0.505], [-0.452, 1.134, -5.419], [4.864, 3.928, -7.580], [-1.584, -6.548, 3.390], [4.261, -0.207, -2.050], [4.783, 1.313, -1.430], [-2.831, -6.375, 2.810], [-3.372, 0.228, -0.680], [-6.998, 1.520, 2.660], [-1.289, -0.734, -0.811], [9.631, -0.069, -0.168], [2.367, 3.952, -7.688], [-1.518, 0.377, 1.451], [7.818, -1.609, -0.182], [4.067, 3.085, -4.415], [-6.165, 1.224, 0.290], [8.625, -2.665, -0.111], [-3.193, 0.885, 0.174], [-1.328, 1.927, 0.648], [-4.127, 0.809, -4.536], [2.167, 3.405, -5.622], [-0.844, -7.203, 2.948], [3.223, -0.153, 0.113], [6.756, -1.825, -0.222], [-5.430, 2.449, 0.582], [5.953, 3.354, -5.402], [-5.004, 2.557, 2.107], [-0.335, -5.970, 5.041], [5.970, 1.799, -1.483], [-3.353, -4.871, 4.589], [-5.563, -3.045, 7.088], [4.269, 3.695, -6.706], [-3.728, 0.459, 1.025], [-2.721, 1.657, -5.933], [3.913, 2.156, -0.825], [-5.563, -2.550, 5.851], [-5.473, 1.525, 4.304], [1.570, -0.158, -1.280], [-4.715, -5.347, 3.004], [-6.078, 2.313, 3.247], [-2.157, -5.034, 5.157], [5.903, 3.058, -0.887], [4.698, 3.207, -0.513], [-3.908, 2.477, -1.172], [8.265, -0.295, -0.213], [7.563, 0.525, -0.280], [-2.337, -0.254, -3.182], [-0.823, 0.228, -0.564], [3.010, -1.690, -0.709], [0.939, 0.806, 0.524], [-0.793, 0.424, -4.347], [-3.802, 2.264, -0.105], [-3.090, 0.919, -4.821], [-5.920, -2.314, 8.209], [-6.781, 3.511, 3.643], [2.884, 3.709, -6.770], [0.639, -0.951, 0.504], [1.081, 3.412, -5.630], [-3.193, 3.054, 0.338], [-3.469, 2.141, -6.548], [10.486, -1.158, -0.094], [0.611, 1.199, -5.626], [2.737, 3.097, -4.460], [-3.092, -6.894, 1.896], [4.876, 3.378, -5.502], [0.611, -0.037, -0.098], [1.175, -0.870, -2.012], [11.559, -1.028, -0.057], [-2.090, 0.326, -4.065], [-4.041, -4.189, 5.077], [9.934, -2.430, -0.069], [-5.914, -0.877, 4.696], [-1.301, -5.858, 4.559], [-6.575, -0.380, 8.888], [1.651, 0.806, -1.788], [-0.801, 0.832, -1.477], [-5.929, -1.277, 5.702], [-5.995, 3.657, 0.018], [10.021, 0.940, -0.191], [-6.299, -0.458, 6.760], [-5.898, -2.771, 9.189], [-5.254, -4.082, 7.187], [10.573, -3.305, -0.012]]
}


2.
{
  "formula": "C34H42Cl2N10P2S2Ti",
  "method": "ωB97M-V/def2-TZVPD",
  "gap_ev": [6.765, 6.796],
  "total_charge": 1,
  "spin_multiplicity": 2,
  "elements": ["H", "C", "H", "C", "C", "H", "C", "H", "P", "C", "C", "H", "H", "C", "C", "C", "N", "H", "C", "H", "N", "H", "C", "H", "H", "N", "Cl", "H", "C", "H", "C", "H", "H", "C", "C", "N", "H", "N", "C", "H", "H", "C", "N", "H", "C", "H", "N", "N", "H", "H", "H", "N", "C", "P", "H", "H", "C", "C", "C", "H", "H", "H", "H", "C", "C", "H", "H", "H", "H", "H", "S", "C", "H", "Cl", "H", "H", "C", "H", "H", "H", "N", "C", "C", "Ti", "C", "C", "C", "H", "C", "C", "S", "C", "H"],
  "xyz": [[-1.284, -4.924, 0.156], [1.996, 4.193, -0.011], [-1.224, 3.732, 1.242], [3.604, 0.032, 1.112], [-1.644, -2.944, -1.432], [5.739, -1.194, -4.754], [1.129, -0.186, 3.740], [-4.854, 1.667, 3.536], [0.208, 1.925, -0.220], [0.895, 3.416, 0.722], [-3.271, 0.680, 2.493], [2.104, -3.407, 0.540], [0.303, -4.625, 0.854], [-4.570, 0.814, 2.930], [-4.231, 1.527, -2.857], [-5.166, -1.111, 1.898], [-2.918, -0.371, 1.735], [-2.318, -2.312, -0.861], [-2.009, -0.019, -3.428], [2.379, 2.685, 2.148], [2.405, 0.183, 1.583], [1.609, 4.779, -0.845], [1.289, 0.098, 5.048], [-1.501, -2.469, -2.400], [0.724, 2.373, 2.647], [-2.170, -1.211, 4.472], [-0.526, -0.809, -3.874], [-2.479, -1.804, 3.720], [-0.353, 2.793, -1.731], [1.562, -4.217, -1.273], [4.057, 1.463, -3.496], [-1.065, -3.612, 1.316], [-3.543, -2.118, 0.850], [0.618, -3.898, -1.714], [5.023, -0.653, -4.147], [-5.519, -0.064, 2.641], [-2.130, -3.909, -1.602], [2.419, -1.293, -1.673], [-2.904, 0.312, -4.435], [1.372, 4.015, 2.721], [3.602, -1.399, 4.287], [3.255, -0.619, -2.522], [-6.112, -2.041, 1.618], [3.317, 0.883, -0.722], [-3.840, -1.268, 1.446], [-2.583, -1.380, 5.371], [2.302, 1.475, -1.856], [-0.181, -0.543, 3.348], [4.226, -2.412, -3.208], [-1.258, 3.366, -1.559], [0.453, 3.451, -2.044], [4.018, 0.522, -0.094], [4.194, -1.333, -3.300], [0.432, -1.682, 0.130], [2.181, 0.444, 5.543], [-0.655, 4.778, -0.064], [-0.902, -0.708, 4.429], [3.188, 0.772, -2.622], [-3.321, 1.168, -1.885], [-7.063, -1.803, 1.843], [-5.064, 2.173, -2.613], [3.984, 2.542, -3.555], [-5.962, -2.714, 0.888], [-0.364, 4.298, 0.870], [1.520, -0.633, -1.004], [0.104, -4.791, -2.086], [2.776, 3.537, -0.396], [5.620, 1.279, -4.922], [2.655, -1.837, 1.097], [0.843, -3.258, -2.567], [-0.154, -0.237, 5.915], [-0.311, -3.203, -0.722], [2.461, 4.896, 0.688], [-3.440, 1.872, -0.287], [-0.530, 2.083, -2.534], [-2.511, 1.409, 2.751], [2.330, -0.301, 2.875], [-2.694, -0.006, -5.449], [-4.734, 1.317, -4.935], [-0.157, 5.086, 1.597], [-1.406, -0.023, -1.021], [1.374, 3.089, 2.138], [1.486, 0.832, -1.077], [-1.259, 0.123, 0.739], [4.955, 0.758, -4.246], [1.798, -2.498, 1.051], [3.457, -0.888, 3.349], [4.862, 0.171, -0.509], [-0.595, -4.139, 0.476], [-4.033, 1.062, -4.150], [4.707, -0.788, 2.172], [-2.216, 0.325, -2.084], [1.487, -2.743, 2.066]]
}


3.
{
  "formula": "C34H42EuN4O2",
  "method": "ωB97M-V/def2-TZVPD",
  "gap_ev": [7.238, 7.672],
  "total_charge": 3,
  "spin_multiplicity": 7,
  "elements": ["H", "H", "H", "H", "C", "C", "C", "H", "C", "H", "H", "C", "N", "C", "H", "C", "C", "H", "C", "H", "H", "H", "C", "H", "C", "C", "H", "C", "H", "H", "H", "C", "H", "C", "C", "C", "H", "H", "N", "H", "C", "C", "H", "H", "C", "H", "C", "H", "H", "H", "C", "H", "C", "C", "C", "H", "N", "H", "H", "H", "H", "C", "H", "H", "Eu", "H", "N", "O", "O", "H", "H", "C", "H", "C", "H", "C", "H", "C", "H", "C", "C", "C", "C"],
  "xyz": [[0.177, -0.639, 6.854], [-4.740, -0.468, -0.730], [5.161, -1.343, 0.073], [1.747, -2.643, 0.022], [-0.733, -2.540, 1.334], [-0.634, 0.740, 2.951], [0.483, 0.425, 2.137], [-4.387, -0.982, 1.772], [5.264, -0.384, -0.442], [1.267, -4.311, 0.326], [-3.425, -2.597, -1.420], [1.777, 0.110, 4.205], [3.151, 0.363, 0.826], [4.474, 0.715, 0.271], [-1.134, -3.284, -1.938], [-5.168, -2.974, 1.663], [1.024, -3.417, -0.250], [6.315, -0.112, -0.331], [2.227, 0.217, -3.103], [-3.894, 1.607, -1.854], [0.279, 1.116, 6.957], [-2.341, 3.611, -0.129], [-1.874, 1.302, 2.422], [-4.635, -3.331, 2.544], [-2.034, -2.153, 1.631], [-4.462, -1.774, 1.018], [-2.463, 1.864, 3.153], [0.724, 0.234, 6.497], [5.062, 1.082, 1.111], [4.015, -2.377, -2.038], [2.696, 3.187, -6.313], [1.066, 2.545, -4.013], [3.862, 0.141, 2.711], [0.886, 0.486, -2.752], [0.314, 1.704, -3.196], [2.699, -1.068, -2.673], [-1.365, 0.965, 4.942], [5.893, -1.006, -2.415], [-1.803, 1.661, -1.939], [-2.277, -1.837, 2.639], [-5.264, -1.253, -0.170], [-3.044, -2.166, 0.657], [1.750, 0.153, 6.850], [-4.301, 1.374, 0.625], [-1.024, 2.155, -2.831], [4.881, 0.432, -2.416], [2.385, 2.272, -4.395], [-6.209, -0.831, 0.170], [3.082, 4.227, -4.946], [-5.510, -2.048, -0.875], [-3.094, 2.342, -1.712], [-6.176, -2.698, 1.966], [1.720, 0.181, 2.797], [0.670, 0.322, 5.000], [-0.376, -2.968, 0.048], [2.734, -0.090, 4.675], [-2.288, 1.256, 1.212], [-5.243, -3.799, 0.953], [0.608, 3.463, -4.366], [3.956, 0.853, -4.239], [-3.237, 3.107, -2.478], [-2.683, -2.583, -0.630], [2.302, 0.449, 0.266], [4.315, 1.570, -0.388], [-1.288, -0.168, -0.457], [-3.778, 2.655, 1.718], [3.875, -1.394, -2.246], [0.229, -0.359, -2.003], [0.427, 0.410, 0.830], [1.976, -1.878, -2.669], [4.175, 2.919, -5.396], [-1.375, -2.980, -0.926], [-4.064, 3.669, -0.380], [2.961, 0.197, 2.104], [-1.362, 3.041, -3.376], [3.127, 3.201, -5.312], [0.019, -2.512, 2.115], [5.031, -0.534, -1.944], [1.137, -3.665, -1.305], [-0.504, 0.691, 4.340], [-3.215, 2.985, -0.329], [-3.476, 2.055, 0.856], [2.954, 1.109, -3.915]]
}